# 1
Below is an isolated molecule of C4H12N2, with properties calculated with ωB97M-V/def2-TZVPD.

Geometry as XYZ:
```
18
Properties=species:S:1:pos:R:3:lowdin_charge:R:1
N 0.7769 0.1536 -2.4331 -0.0115
N -1.0246 1.2651 0.9085 0.0122
C 1.1647 0.4748 -1.0288 -0.2857
C -0.8637 -0.1255 0.3810 -0.4276
C 0.5652 -0.5213 -0.0552 -0.1854
C -1.1989 -0.9974 1.5952 -0.0922
H -0.8442 -0.4596 2.4786 0.0688
H -0.7410 -1.9939 1.5559 0.0752
H -2.2691 -1.1169 1.7911 0.0751
H 1.2032 -0.5027 0.8557 0.1188
H -0.4526 1.4020 1.7390 0.0627
H 0.7872 1.4775 -0.8653 0.0850
H -1.6840 -0.2430 -0.3209 0.1302
H 1.1226 0.9108 -3.0149 0.0561
H -0.6915 1.9985 0.2907 0.0480
H 0.5660 -1.5833 -0.2585 0.1052
H 1.3186 -0.6634 -2.6985 0.0584
H 2.2652 0.5249 -0.9204 0.1065
```

The value obtained for the largest force on an atom is 1.84 eV Å⁻¹. Its SMILES is C[C@@H](N)CCN. The value obtained for the orbital gap is 10.335 eV. As for the total energy: -269.09210 a.u. As for the net charge: 0. The LUMO energy is 1.056 eV. For the energy relative to the best compared isomer or geometry (same formula, charge and spin), the calculation gives 15.2 kcal/mol. As for the molar mass: 88.154 u.

=====

# 2
Below is an isolated molecule of CH2Br3PS, with properties calculated with ωB97M-V/def2-TZVPD.

Geometry as XYZ:
```
8
Properties=species:S:1:pos:R:3:lowdin_charge:R:1
Br -2.8620 1.7974 0.3622 0.3611
Br -2.5939 0.2537 -2.7779 0.2636
Br 0.2305 2.1466 -1.0484 0.4310
S -2.6977 -1.7699 0.1245 0.1529
P -2.1491 -0.0057 -0.5570 -0.4886
C -0.3241 0.1570 -0.6495 -0.7064
H 0.1373 0.0521 0.3094 0.0144
H 0.2315 -0.2879 -1.3679 -0.0279
```

The value obtained for the largest force on an atom is 4.70 eV Å⁻¹. Its SMILES is S=P(Br)(Br)CBr. The value obtained for the orbital gap is 8.882 eV. As for the total energy: -8500.93060 a.u. As for the net charge: 0. The LUMO energy is -0.788 eV. For the energy relative to the best compared isomer or geometry (same formula, charge and spin), the calculation gives 5.5 kcal/mol. As for the molar mass: 316.780 u.

=====

# 3
Below is a structure of composition C4H10Cl3KSe2Si, with properties calculated with ωB97M-V/def2-TZVPD.

Geometry as XYZ:
```
21
Properties=species:S:1:pos:R:3:lowdin_charge:R:1
Se -1.2536 -1.7691 0.6670 0.8642
Se 1.9649 0.1433 0.6601 0.8561
K -0.7267 0.9157 2.6445 0.4943
Cl -2.8233 4.6875 2.0927 -0.0102
Cl -0.0724 4.6971 0.2228 0.0209
Cl -2.7775 3.0979 -0.8357 -0.0031
Si -1.5831 3.3210 0.9523 -0.6029
C 1.7415 1.7222 -0.4587 -0.4150
C -0.2088 -1.1305 -0.8422 -0.5600
C 1.2941 -1.1530 -0.6256 -0.5736
C -0.8167 -3.6517 0.5254 -0.4008
H 2.0378 2.5855 0.1324 0.0013
H -0.4861 -1.7380 -1.7049 0.0722
H 2.3813 1.6388 -1.3331 0.0294
H 1.6293 -2.1286 -0.2753 0.0457
H -1.2916 -4.1589 1.3615 0.0197
H 1.8150 -0.9609 -1.5647 0.0706
H -0.5699 -0.1212 -1.0440 0.0533
H 0.7036 1.8661 -0.7504 -0.0081
H -1.2138 -4.0453 -0.4062 0.0271
H 0.2560 -3.8178 0.5820 0.0189
```

The value obtained for the largest force on an atom is 0.90 eV Å⁻¹. The value obtained for the orbital gap is 6.993 eV. As for the total energy: -7231.41291 a.u. As for the net charge: 0. The LUMO energy is -0.614 eV. For the energy relative to the best compared isomer or geometry (same formula, charge and spin), the calculation gives 0.0 kcal/mol. As for the molar mass: 389.587 u.

=====

# 4
Below is an isolated molecule of C18H27N3O3S, with properties calculated with ωB97M-V/def2-TZVPD.

Geometry as XYZ:
```
52
Properties=species:S:1:pos:R:3:lowdin_charge:R:1
S 0.8357 -1.6754 -0.4430 0.6816
O 0.9268 -3.0794 -0.1703 -0.2765
O 7.2302 0.1228 1.4292 0.0774
O 0.1387 -1.2710 -1.6363 -0.2881
N -3.8833 0.0841 0.4207 -0.1382
N 0.2473 -0.9350 0.9448 -0.2380
N 6.3169 0.6222 -0.6023 0.1158
C 8.5641 1.3210 -0.1679 0.0001
C -1.4404 0.6732 0.1051 -0.1218
C -2.5235 -0.0726 0.9054 -0.3212
C -6.0154 1.2392 0.5803 -0.1879
C 2.9071 -0.2664 -1.5941 -0.0533
C -2.1350 -1.5536 0.9900 -0.1161
C 2.4797 -0.9754 -0.4876 -0.2880
C -0.7676 -1.6838 1.6577 -0.1916
C -5.5890 -0.3947 -1.2392 -0.1831
C -4.0949 -0.2076 -0.9851 -0.1930
C -0.0759 0.4631 0.7619 -0.1878
C -4.5032 1.3480 0.7653 -0.2035
C -6.3405 0.8779 -0.8646 -0.2127
C 4.1848 0.2577 -1.6136 -0.0119
C 4.5933 -0.6445 0.5878 0.0140
C 7.3197 0.6196 0.3333 -0.5078
C 3.3142 -1.1676 0.5970 -0.0381
C 5.0383 0.0739 -0.5231 -0.2091
H 2.2302 -0.1396 -2.4241 0.1144
H -5.9488 -1.2227 -0.6270 0.1149
H -6.4874 2.1841 0.8563 0.1073
H 9.3227 1.2974 0.6087 0.0847
H -0.0510 0.9397 1.7486 0.1321
H 4.5282 0.8109 -2.4766 0.1125
H 2.9495 -1.7325 1.4392 0.1207
H -4.1231 2.1796 0.1432 0.1222
H -6.0286 1.6925 -1.5233 0.1103
H -5.7540 -0.6424 -2.2891 0.1087
H 6.5196 1.0856 -1.4779 0.1417
H 0.7174 0.8958 0.1471 0.1180
H 8.9459 0.8198 -1.0550 0.0844
H -0.4366 -2.7227 1.6648 0.1119
H 5.2532 -0.7863 1.4270 0.1027
H -1.6631 1.7413 0.0643 0.1191
H -7.4160 0.7376 -0.9883 0.1060
H -2.5226 0.3236 1.9311 0.1456
H -4.2784 1.5765 1.8105 0.1194
H -3.7227 0.6075 -1.6311 0.1269
H -0.8000 -1.3078 2.6860 0.1306
H 8.3401 2.3561 -0.4174 0.0838
H -6.3920 0.4578 1.2419 0.1137
H -2.8898 -2.1000 1.5557 0.1244
H -1.3974 0.2784 -0.9099 0.0970
H -3.5605 -1.1204 -1.2472 0.1183
H -2.0631 -1.9858 -0.0086 0.1077
```

The value obtained for the largest force on an atom is 1.10 eV Å⁻¹. Its SMILES is CC(=O)Nc1ccc(S(=O)(=O)N2CCC(N3CCCCC3)CC2)cc1. The value obtained for the orbital gap is 8.775 eV. As for the total energy: -1490.28930 a.u. As for the net charge: 0. The LUMO energy is 0.497 eV. For the energy relative to the best compared isomer or geometry (same formula, charge and spin), the calculation gives 23.8 kcal/mol. As for the molar mass: 365.499 u.

=====

Q: Look up the net charge of the second one.
A: 0

=====

Repeat the first record exactly.
Below is an isolated molecule of C4H12N2, with properties calculated with ωB97M-V/def2-TZVPD.

Geometry as XYZ:
```
18
Properties=species:S:1:pos:R:3:lowdin_charge:R:1
N 0.7769 0.1536 -2.4331 -0.0115
N -1.0246 1.2651 0.9085 0.0122
C 1.1647 0.4748 -1.0288 -0.2857
C -0.8637 -0.1255 0.3810 -0.4276
C 0.5652 -0.5213 -0.0552 -0.1854
C -1.1989 -0.9974 1.5952 -0.0922
H -0.8442 -0.4596 2.4786 0.0688
H -0.7410 -1.9939 1.5559 0.0752
H -2.2691 -1.1169 1.7911 0.0751
H 1.2032 -0.5027 0.8557 0.1188
H -0.4526 1.4020 1.7390 0.0627
H 0.7872 1.4775 -0.8653 0.0850
H -1.6840 -0.2430 -0.3209 0.1302
H 1.1226 0.9108 -3.0149 0.0561
H -0.6915 1.9985 0.2907 0.0480
H 0.5660 -1.5833 -0.2585 0.1052
H 1.3186 -0.6634 -2.6985 0.0584
H 2.2652 0.5249 -0.9204 0.1065
```

The value obtained for the largest force on an atom is 1.84 eV Å⁻¹. Its SMILES is C[C@@H](N)CCN. The value obtained for the orbital gap is 10.335 eV. As for the total energy: -269.09210 a.u. As for the net charge: 0. The LUMO energy is 1.056 eV. For the energy relative to the best compared isomer or geometry (same formula, charge and spin), the calculation gives 15.2 kcal/mol. As for the molar mass: 88.154 u.

=====

Q: Look up the orbital gap of the second one.
A: 8.882 eV

=====

What did the third record say?
Below is a structure of composition C4H10Cl3KSe2Si, with properties calculated with ωB97M-V/def2-TZVPD.

Geometry as XYZ:
```
21
Properties=species:S:1:pos:R:3:lowdin_charge:R:1
Se -1.2536 -1.7691 0.6670 0.8642
Se 1.9649 0.1433 0.6601 0.8561
K -0.7267 0.9157 2.6445 0.4943
Cl -2.8233 4.6875 2.0927 -0.0102
Cl -0.0724 4.6971 0.2228 0.0209
Cl -2.7775 3.0979 -0.8357 -0.0031
Si -1.5831 3.3210 0.9523 -0.6029
C 1.7415 1.7222 -0.4587 -0.4150
C -0.2088 -1.1305 -0.8422 -0.5600
C 1.2941 -1.1530 -0.6256 -0.5736
C -0.8167 -3.6517 0.5254 -0.4008
H 2.0378 2.5855 0.1324 0.0013
H -0.4861 -1.7380 -1.7049 0.0722
H 2.3813 1.6388 -1.3331 0.0294
H 1.6293 -2.1286 -0.2753 0.0457
H -1.2916 -4.1589 1.3615 0.0197
H 1.8150 -0.9609 -1.5647 0.0706
H -0.5699 -0.1212 -1.0440 0.0533
H 0.7036 1.8661 -0.7504 -0.0081
H -1.2138 -4.0453 -0.4062 0.0271
H 0.2560 -3.8178 0.5820 0.0189
```

The value obtained for the largest force on an atom is 0.90 eV Å⁻¹. The value obtained for the orbital gap is 6.993 eV. As for the total energy: -7231.41291 a.u. As for the net charge: 0. The LUMO energy is -0.614 eV. For the energy relative to the best compared isomer or geometry (same formula, charge and spin), the calculation gives 0.0 kcal/mol. As for the molar mass: 389.587 u.